(1)
Here is C5H7NOS as an isolated structure at a distorted geometry from the Open Molecules 2025 dataset. Energies are from ωB97M-V with the def2-TZVPD basis set.

Geometry as XYZ:
```
15
Properties=species:S:1:pos:R:3:lowdin_charge:R:1
C 0.75 0.05 -0.08 -0.694
C 0.00 -0.64 1.03 -0.149
C -1.09 -0.64 0.01 -0.268
C -0.03 -0.88 -1.06 -0.073
C -0.10 1.38 -0.12 -0.473
H 2.61 1.44 -0.16 -0.146
H 0.39 -1.66 1.24 0.130
H -0.16 -0.13 2.01 0.138
H -1.99 -1.23 0.07 0.141
H 0.40 -1.89 -1.06 0.125
H -0.15 -0.50 -2.07 0.116
H -2.11 1.28 0.40 0.142
N -1.37 0.82 -0.12 0.109
O 0.30 2.49 -0.08 0.107
S 2.56 0.12 -0.01 0.796
```

Computed properties:
**Kohn-Sham gap**: 9.96 eV
**HOMO level**: -0.3379 Ha
**LUMO energy**: 0.762 eV

---

(2)
Here is the molecule C5H7NOS at a distorted geometry from the Open Molecules 2025 dataset. Energies are from ωB97M-V with the def2-TZVPD basis set.

Geometry as XYZ:
```
15
Properties=species:S:1:pos:R:3:lowdin_charge:R:1
C 1.46 1.99 -0.48 0.038
C -0.11 -0.86 1.90 -0.041
C 0.91 0.82 -0.27 -0.242
C -0.62 -1.43 0.84 -0.295
C -0.25 0.47 -1.04 -0.571
N -1.20 -0.79 -0.17 -0.092
O -2.09 -1.32 -1.14 -0.061
S -0.62 0.65 -2.60 0.819
H 2.37 2.41 0.04 0.093
H 0.89 2.69 -1.09 0.062
H 0.60 -1.46 2.59 0.095
H -0.20 0.20 2.13 0.065
H 1.28 0.06 0.34 0.071
H -0.52 -2.52 0.91 0.125
H -1.91 -0.89 -1.96 -0.065
```

Computed properties:
**SMILES**: C=CC(=S)N(O)C=C
**Kohn-Sham gap (alpha / beta)**: 7.07 / 7.07 eV
**HOMO level (alpha / beta)**: -0.2951 / -0.2951 Ha
**LUMO energy (alpha / beta)**: -0.963 / -0.963 eV

---

(3)
Here is C5H7NS as an isolated structure at a distorted geometry from the Open Molecules 2025 dataset. Energies are from ωB97M-V with the def2-TZVPD basis set.

Geometry as XYZ:
```
14
Properties=species:S:1:pos:R:3:lowdin_charge:R:1
C 1.00 -0.51 0.86 -0.230
C 0.36 -1.07 -0.42 -0.382
C 0.81 0.99 0.27 -0.437
C -0.75 0.92 0.13 -0.289
C -0.98 -0.47 -0.34 -0.301
H 2.09 -0.77 0.83 0.099
H 0.53 -0.87 1.74 0.089
H 0.45 -2.05 -0.87 0.107
H 1.30 1.79 0.65 0.057
H -1.34 1.31 0.98 0.152
H -2.09 0.92 -1.41 0.062
H -1.60 -1.23 0.06 0.136
N -1.18 0.72 -1.23 0.037
S 1.39 0.33 -1.27 0.899
```

Computed properties:
**Kohn-Sham gap**: 8.84 eV
**HOMO level**: -0.2888 Ha
**LUMO energy**: 0.987 eV

---

(4)
Here is the molecule C5H7NS at a distorted geometry from the Open Molecules 2025 dataset. Energies are from ωB97M-V with the def2-TZVPD basis set.

Geometry as XYZ:
```
14
Properties=species:S:1:pos:R:3:lowdin_charge:R:1
C -2.13 -1.22 0.15 0.005
C -1.03 -0.70 -0.34 -0.142
C -0.37 0.49 0.28 -0.294
C 1.11 0.64 0.31 -0.358
C 2.01 -0.22 -0.44 -0.657
H -2.65 -0.62 1.04 0.107
H -2.69 -1.98 -0.31 0.038
H -0.50 -1.19 -1.13 0.095
H -0.83 0.93 1.17 0.141
H 0.09 2.39 -0.11 0.096
H 1.58 1.09 1.24 0.147
H 1.69 -0.47 -1.41 0.040
N 0.26 1.50 -0.55 0.068
S 3.45 -0.65 0.10 0.714
```

Computed properties:
**SMILES**: C=C[C@@H]1N[C@@H]1C=S
**Kohn-Sham gap**: 8.62 eV
**HOMO level**: -0.3232 Ha
**LUMO energy**: -0.174 eV

---

(5)
Here is a 2-piece molecular cluster, C5H7NS2 overall at a distorted geometry from the Open Molecules 2025 dataset. Energies are from ωB97M-V with the def2-TZVPD basis set.

Geometry as XYZ:
```
15
Properties=species:S:1:pos:R:3:lowdin_charge:R:1
C -1.46 0.42 0.69 -0.169
C -1.13 -0.83 0.33 -0.292
C 0.78 -0.51 -1.92 -0.818
C -0.46 1.16 1.52 -0.364
C 0.13 -1.27 0.55 -0.452
N 1.71 0.37 -1.57 0.013
S 0.14 -1.41 -3.06 0.622
S 1.00 -0.06 1.47 0.876
H -2.44 0.90 0.44 0.113
H -1.78 -1.51 -0.16 0.105
H -0.12 2.17 1.13 0.092
H -0.59 1.30 2.59 0.058
H 0.44 -2.35 0.61 0.103
H 1.61 0.49 -0.53 -0.011
H 2.16 1.15 -2.08 0.124
```

Computed properties:
**Kohn-Sham gap (alpha / beta)**: 6.70 / 7.20 eV
**HOMO level (alpha / beta)**: -0.2503 / -0.2559 Ha
**LUMO energy (alpha / beta)**: -0.112 / 0.234 eV

---

(6)
Here is a 2-piece molecular cluster, C5H7O2S overall at a distorted geometry from the Open Molecules 2025 dataset. Energies are from ωB97M-V with the def2-TZVPD basis set.

Geometry as XYZ:
```
15
Properties=species:S:1:pos:R:3:lowdin_charge:R:1
C 0.53 0.43 -2.41 -0.571
C 0.74 1.47 0.44 -0.736
C -0.66 -0.95 1.58 -0.144
C -0.69 -0.71 0.10 -0.329
C 0.58 0.08 -0.20 -0.123
O -0.34 2.05 0.81 -0.095
O 1.95 1.74 0.68 -0.098
S -0.13 -0.63 -3.40 0.530
H 0.78 1.49 -2.50 0.000
H -1.23 -1.93 1.85 0.096
H 0.35 -0.72 1.86 0.058
H -1.17 -0.12 2.14 0.085
H -1.56 -0.03 -0.21 0.125
H -0.65 -1.62 -0.59 0.094
H 1.50 -0.54 -0.16 0.107
```

Computed properties:
**Kohn-Sham gap**: 7.32 eV
**HOMO level**: -0.1528 Ha
**LUMO energy**: 3.162 eV
**Net charge**: -1

---

(7)
Here is a 2-piece molecular cluster, C5H7O3 overall at a distorted geometry from the Open Molecules 2025 dataset. Energies are from ωB97M-V with the def2-TZVPD basis set.

Geometry as XYZ:
```
15
Properties=species:S:1:pos:R:3:lowdin_charge:R:1
O -1.50 -0.83 -2.78 -0.007
C -1.51 -0.29 -1.69 -0.760
O -2.46 0.06 -0.92 -0.025
C -0.30 -0.15 -0.84 0.166
C 0.03 0.77 0.24 -0.248
C 1.18 0.50 1.12 -0.165
C 2.06 1.52 1.47 -0.458
O 2.91 1.51 2.39 -0.145
H -1.76 -3.52 -0.92 0.026
H 0.41 -0.99 -0.90 0.130
H 0.15 1.77 -0.20 0.147
H -0.91 0.92 0.79 0.149
H -1.60 -3.25 -0.25 0.021
H 1.28 -0.43 1.67 0.079
H 2.03 2.42 0.81 0.090
```

Computed properties:
**Kohn-Sham gap**: 4.93 eV
**HOMO level**: -0.1247 Ha
**LUMO energy**: 1.531 eV
**Net charge**: -1

---

(8)
Here is a 2-piece molecular cluster, C5H8 overall from the Open Molecules 2025 dataset. Energies are from ωB97M-V with the def2-TZVPD basis set.

Geometry as XYZ:
```
13
Properties=species:S:1:pos:R:3:lowdin_charge:R:1
C 0.62 1.35 -0.32 -0.127
C 1.08 1.22 1.12 -0.096
C 0.28 0.16 0.48 -0.263
C -0.34 -0.97 0.49 -0.090
C -0.99 -2.11 0.42 -0.019
H -0.96 -0.04 -2.49 0.049
H 1.36 1.24 -1.11 0.101
H -0.18 2.06 -0.55 0.101
H 0.60 1.85 1.87 0.103
H 2.13 1.02 1.30 0.102
H -1.06 -0.57 -1.97 0.027
H -0.49 -3.02 0.10 0.056
H -2.04 -2.17 0.67 0.056
```

Computed properties:
**SMILES**: C=C=C1CC1.[H][H]
**Kohn-Sham gap**: 10.51 eV
**HOMO level**: -0.3413 Ha
**LUMO energy**: 1.218 eV